--- a ---
C5H4 as an isolated structure. Source: OMol25; level of theory: the ωB97M-V functional and the def2-TZVPD basis.

Summary:
**E_HOMO**: -9.66 eV

Each line ends with the Löwdin charge.
CARTESIAN COORDINATES (ANGSTROEM)
C -0.17702 -0.15814 1.37588  0.114
C 0.47144 0.19352 -2.16575  0.198
C 0.19967 0.08357 -0.90131  -0.364
C -0.77620 0.58528 0.20330  -0.204
C 0.64891 -0.71974 0.34254  -0.239
H -0.96526 1.62284 0.33762  0.104
H -1.80988 0.33875 0.10404  0.121
H 1.58362 -0.16377 0.39472  0.146
H 0.82473 -1.78232 0.30895  0.123

--- b ---
A 2-piece molecular cluster, C5H4 overall. Source: OMol25; level of theory: the ωB97M-V functional and the def2-TZVPD basis.

Summary:
**E_HOMO**: -10.01 eV

Each line ends with the Löwdin charge.
CARTESIAN COORDINATES (ANGSTROEM)
C 1.27551 -0.14466 -0.13416  -0.005
C -0.88422 0.73240 0.00066  -0.222
C -0.97961 -0.75054 0.04703  -0.138
C 0.04205 -0.00356 0.84659  -0.077
C -0.05981 -0.09780 -0.87873  -0.103
H 2.06661 0.61816 -0.16605  0.107
H 1.70691 -1.05549 -0.27899  0.054
H -1.42074 2.19146 0.30814  0.259
H -1.74671 -1.48997 0.25551  0.125

--- c ---
One molecule with the formula C5H4. Source: OMol25; level of theory: the ωB97M-V functional and the def2-TZVPD basis.

Summary:
**E_HOMO**: -9.70 eV
**SMILES string**: C#CCC#C

Each line ends with the Löwdin charge.
CARTESIAN COORDINATES (ANGSTROEM)
C -0.98960 -2.02040 0.46467  0.103
C -0.74992 -0.95880 -0.05722  -0.164
C 0.11660 0.00595 -0.72115  -0.223
C 0.50701 1.20008 0.05918  -0.124
C 0.83099 2.17964 0.68672  0.106
H -1.56359 -2.81805 0.85360  0.020
H 0.78899 -0.87718 -0.78988  0.131
H -0.10439 0.26716 -1.76166  0.121
H 1.16391 3.02160 1.26574  0.029

c comes first in stability; the runner-up is 0.1429 hartree higher.

--- a ---
A 2-piece molecular cluster, C2H7NOS2 overall. Source: OMol25; level of theory: the ωB97M-V functional and the def2-TZVPD basis.

Summary:
**E_HOMO**: -7.99 eV
**SMILES string**: NC=O.CSS

Each line ends with the Löwdin charge.
CARTESIAN COORDINATES (ANGSTROEM)
C -1.39203 -1.42713 0.32938  -0.500
S -2.03429 -1.63928 -1.36109  0.341
S -0.75716 -0.58987 -2.54028  0.283
H -1.93137 -2.05312 1.03993  0.027
H -1.41782 -0.40858 0.76688  0.033
H -0.34568 -1.74422 0.28484  0.010
H -0.05991 0.38039 -1.93139  -0.223
C 1.04045 1.81333 0.35272  -0.418
N 1.44597 0.55228 0.74773  0.107
O 1.13699 2.25262 -0.76138  0.016
H 0.63506 2.37038 1.21424  0.128
H 2.01347 -0.01169 0.12801  0.106
H 1.66630 0.50488 1.73042  0.090

--- b ---
A 2-piece molecular cluster, C2H7NOS2 overall. Source: OMol25; level of theory: the ωB97M-V functional and the def2-TZVPD basis.

Summary:
**E_HOMO**: -8.50 eV
**SMILES string**: NC=O.CSS

Each line ends with the Löwdin charge.
CARTESIAN COORDINATES (ANGSTROEM)
C 1.08083 -1.27759 -1.09894  -0.555
S 1.58637 0.35554 -1.25181  0.483
S 0.64198 1.24048 0.56830  0.327
H -0.01257 -1.40486 -1.01966  0.035
H 1.41431 -1.72364 -2.00681  0.023
H 1.70035 -1.49866 -0.23541  0.024
H 0.27749 0.56292 1.77811  -0.093
C -2.16609 -0.92986 0.80189  -0.435
N -2.23218 0.40980 0.47170  0.068
O -1.16586 -1.45023 1.19515  -0.017
H -3.28032 -1.26931 0.86216  0.143
H -1.38455 0.90469 0.61415  -0.105
H -2.90447 0.87044 -0.13714  0.101

a comes first in stability; the runner-up is 0.0488 hartree higher.

--- a ---
C32H27BrN6O4SSr as an isolated structure. Source: OMol25; level of theory: the ωB97M-V functional and the def2-TZVPD basis.

Summary:
**E_HOMO**: -6.40 eV

Each line ends with the Löwdin charge.
CARTESIAN COORDINATES (ANGSTROEM)
Sr -0.53995 -0.31154 0.58866  1.501
C -4.04254 -8.31607 -1.37865  -0.044
C -3.57921 -6.94831 -0.96408  -0.257
C -2.68238 -6.78877 0.08967  -0.020
C -2.26720 -5.52957 0.49011  -0.033
C -2.75739 -4.42172 -0.18156  -0.311
C -3.64640 -4.54938 -1.24131  -0.053
C -4.05245 -5.81423 -1.62490  -0.025
S -2.26395 -2.80645 0.31773  0.793
O -1.09851 -2.92242 1.18776  -0.362
O -3.00944 -0.95913 2.06301  -0.071
N -2.21262 -1.82413 -0.85718  -0.304
C -1.40767 -2.07574 -2.08022  -0.168
C -0.00703 -1.38463 -2.19411  -0.721
O 0.27737 -0.92370 -3.29476  0.011
O 0.71323 -1.40933 -1.14485  -0.225
H -3.38092 -9.09143 -0.99650  0.078
H -4.08686 -8.40348 -2.46394  0.083
H -5.04520 -8.50981 -0.99225  0.089
H -2.29975 -7.66326 0.60075  0.118
H -1.56675 -5.39393 1.30316  0.121
H -3.99417 -3.66659 -1.76273  0.119
H -4.73727 -5.92734 -2.45629  0.119
H -2.00730 -1.73508 -2.92187  0.108
H -1.21959 -3.14832 -2.20903  0.116
C -4.14690 -3.44212 3.47596  -0.076
C -4.27487 -3.12652 2.18200  -0.074
C -3.57837 -2.06145 1.41778  -0.345
C -2.17272 -1.01305 3.20826  -0.343
C -2.43823 -1.83071 4.34703  -0.005
C -3.28385 -2.86677 4.48306  -0.081
N -1.23192 -0.13448 3.12658  -0.056
N -0.40452 0.10889 4.12572  0.016
C 0.67510 0.83824 3.72759  -0.364
C 1.48762 1.39502 4.74442  -0.034
C 2.59976 2.11768 4.41130  -0.089
C 2.92534 2.29370 3.05989  -0.097
C 2.10096 1.71200 2.12751  -0.172
N 1.00730 0.99251 2.42039  0.009
H -4.78165 -4.24977 3.82533  0.106
H -4.99257 -3.68154 1.58927  0.112
H -4.26777 -1.62385 0.69497  0.119
H -1.81415 -1.54734 5.18648  0.110
H -3.31977 -3.34996 5.45134  0.097
H 1.19076 1.23376 5.77107  0.102
H 3.21987 2.55139 5.18593  0.102
H 3.79560 2.85313 2.74832  0.092
H 2.32239 1.81344 1.07061  0.081
Br -7.79893 2.28162 1.58613  0.735
C -5.99744 2.15094 1.01315  -0.690
C -5.08794 3.11881 1.39829  -0.116
C -3.77109 3.02304 0.97182  -0.013
C -3.37412 1.95704 0.17501  -0.276
C -4.29397 0.97915 -0.18919  -0.029
C -5.61185 1.08162 0.21856  -0.118
N -2.03319 1.81623 -0.25847  0.051
C -1.53415 2.73510 -0.97504  -0.059
C -0.16303 2.64924 -1.50227  -0.252
C 0.25488 3.53361 -2.48311  -0.009
C 1.51494 3.36108 -3.03886  -0.044
C 2.29401 2.30938 -2.59982  -0.024
C 1.79547 1.47666 -1.60240  -0.122
N 0.60657 1.65541 -1.04648  0.067
H -5.40077 3.93848 2.02965  0.104
H -3.04303 3.75990 1.28661  0.121
H -3.95819 0.14881 -0.79979  0.102
H -6.33947 0.33673 -0.07385  0.104
H -2.12710 3.60233 -1.27974  0.141
H -0.40354 4.32478 -2.81727  0.115
H 1.86839 4.02660 -3.81491  0.112
H 3.26822 2.11397 -3.02428  0.113
H 2.35785 0.61706 -1.26014  0.118

--- b ---
C32H27BrN6O4SSr as an isolated structure. Source: OMol25; level of theory: the ωB97M-V functional and the def2-TZVPD basis.

Summary:
**E_HOMO**: -8.01 eV

Each line ends with the Löwdin charge.
CARTESIAN COORDINATES (ANGSTROEM)
Sr 0.04022 -0.34750 0.97346  1.480
C 5.65009 0.68539 7.72608  -0.052
C 4.80349 0.41347 6.51257  -0.272
C 3.70532 -0.43578 6.57803  -0.037
C 2.92215 -0.68111 5.45807  -0.046
C 3.24777 -0.07006 4.25971  -0.287
C 4.33537 0.79012 4.17136  -0.047
C 5.10585 1.02366 5.29531  -0.035
S 2.29619 -0.36572 2.80335  0.462
O 1.01934 -0.96916 3.26296  -0.463
O 3.01012 -1.28182 1.92407  -0.347
N 2.05449 0.96049 2.04494  -0.314
C 1.40797 2.06657 2.78333  -0.201
C 0.08869 2.59455 2.19654  -0.671
O -0.07483 3.80785 2.17757  0.024
O -0.78515 1.72026 1.81992  -0.288
H 5.29542 0.12512 8.59012  0.072
H 5.63462 1.74650 7.98066  0.083
H 6.69006 0.40853 7.54508  0.082
H 3.45350 -0.90840 7.52011  0.110
H 2.05810 -1.32979 5.50604  0.109
H 4.55926 1.27055 3.22718  0.120
H 5.95419 1.69542 5.23175  0.116
H 2.09338 2.91241 2.81946  0.110
H 1.17421 1.79552 3.82188  0.120
C -5.99889 -0.08147 0.54360  -0.075
C -5.91309 -1.47087 0.55404  -0.077
C -4.70549 -2.09075 0.81746  -0.028
C -3.58174 -1.30878 1.06426  -0.252
C -3.65268 0.07825 1.03946  -0.023
C -4.87306 0.69017 0.79071  -0.059
N -2.29362 -1.88120 1.29266  0.024
N -2.29471 -2.98884 1.84633  0.109
C -0.99381 -3.56353 2.01463  -0.320
C -0.85715 -4.43847 3.07813  0.003
C 0.39291 -4.99201 3.30265  -0.040
C 1.43164 -4.66752 2.44617  -0.033
C 1.18015 -3.79713 1.39695  -0.134
N -0.01449 -3.25156 1.17362  0.068
H -6.94677 0.39775 0.33565  0.105
H -6.79210 -2.06913 0.35306  0.104
H -4.61496 -3.16873 0.82350  0.106
H -2.77684 0.68880 1.24367  0.081
H -4.93282 1.77030 0.78376  0.112
H -1.71139 -4.64597 3.70644  0.116
H 0.55630 -5.66347 4.13505  0.113
H 2.42596 -5.06567 2.58823  0.115
H 1.98016 -3.50538 0.72688  0.110
Br -2.85768 7.20877 -2.07801  0.724
C -2.43278 5.37643 -1.83913  -0.693
C -2.24096 4.57732 -2.95242  -0.130
C -1.92563 3.23982 -2.77348  -0.037
C -1.80473 2.70822 -1.49151  -0.255
C -1.97467 3.52795 -0.38353  0.000
C -2.29519 4.86530 -0.55960  -0.099
N -1.45884 1.33334 -1.33530  0.123
C -2.13403 0.51969 -2.02939  -0.110
C -1.75424 -0.89759 -2.19000  -0.261
C -2.45200 -1.66499 -3.11260  -0.011
C -2.00673 -2.94505 -3.39961  -0.047
C -0.86741 -3.40183 -2.76324  -0.041
C -0.25502 -2.57531 -1.83069  -0.133
N -0.68909 -1.35601 -1.52408  0.045
H -2.32226 4.99460 -3.94636  0.099
H -1.73213 2.61430 -3.63687  0.112
H -1.81905 3.13683 0.61327  0.081
H -2.40552 5.50329 0.30597  0.110
H -2.99788 0.84403 -2.61822  0.133
H -3.31883 -1.24719 -3.60721  0.117
H -2.52916 -3.56294 -4.11789  0.113
H -0.45775 -4.38127 -2.96627  0.110
H 0.61981 -2.92213 -1.29741  0.094

b comes first in stability; the runner-up is 0.0783 hartree higher.